{
  "formula": "C2H5NO2",
  "method": "ωB97M-V with the def2-TZVPD basis set",
  "symbols": ["O", "O", "N", "C", "C", "H", "H", "H", "H", "H"],
  "coordinates": [[0.3974, 1.2284, 0.7332], [-1.0822, 0.5625, -0.8379], [-0.3317, 0.3926, 1.6256], [0.7852, -0.9695, -0.4465], [-0.1389, 0.1677, 0.0282], [0.3255, -1.8231, -0.1864], [1.6420, -0.8086, 0.0237], [0.7124, -0.9400, -1.6125], [-1.3241, 0.7605, 1.8375], [-0.9857, 1.4296, -1.1647]],
  "smiles": "C[C@@]1(O)NO1",
  "homo_energy_ev": -9.439,
  "gap_ev": 10.228,
  "de_lowest_kcal_mol": 97.9,
  "fmax_ev_per_a": 6.66,
  "lumo_energy_ha": 0.02901
}